1.
Molecular formula: C17H17ClN2O4S
Method: DFT, the ωB97M-V functional and the def2-TZVPD basis

Structure (ORCA input):
```
! wB97M-V def2-TZVPD RIJCOSX def2/J DEFGRID3
* xyz 0 1
C -3.671 1.298 -1.939
C -3.996 -0.029 -1.275
O -3.489 0.006 0.061
C -3.159 -1.139 0.640
O -3.323 -2.229 0.156
C -2.531 -0.892 2.009
N -1.858 0.379 2.052
C -0.784 0.544 1.399
N -0.165 1.778 1.437
S 0.562 2.397 0.040
O 0.831 3.767 0.347
O -0.226 2.097 -1.117
C 2.090 1.476 -0.017
C 2.898 1.471 1.103
C 4.069 0.735 1.091
C 4.409 0.022 -0.052
Cl 5.850 -0.918 -0.062
C 3.608 0.052 -1.185
C 2.438 0.790 -1.164
C -0.027 -0.498 0.655
C 0.987 -1.178 1.323
C 1.694 -2.178 0.681
C 1.388 -2.512 -0.627
C 0.375 -1.842 -1.292
C -0.335 -0.839 -0.655
H -2.603 1.502 -1.887
H -4.193 2.104 -1.432
H -3.981 1.272 -2.980
H -3.541 -0.875 -1.802
H -5.079 -0.196 -1.230
H -3.334 -0.859 2.751
H -1.876 -1.743 2.230
H -0.680 2.474 1.961
H 2.600 2.036 1.971
H 4.714 0.708 1.956
H 3.896 -0.499 -2.066
H 1.783 0.834 -2.018
H 1.215 -0.918 2.347
H 2.482 -2.699 1.205
H 1.936 -3.297 -1.126
H 0.131 -2.104 -2.310
H -1.105 -0.300 -1.181
*
```

Orbital gap: 9.618 eV
Highest occupied orbital energy: -9.44 eV
SMILES: CCOC(=O)C/N=C(/NS(=O)(=O)c1ccc(Cl)cc1)c1ccccc1
Calculated total energy: -1926.86316 Ha
Energy above the lowest of the compared OMol25 structures with the same formula, charge and spin: 38.5 kJ/mol

These are the Mulliken partial charges, in e, on atoms 1 to 5: atom 1 (C): -0.86, atom 2 (C): -0.37, atom 3 (O): -0.29, atom 4 (C): 0.75, atom 5 (O): -0.61



2.
Molecular formula: C17H17ClN4O4
Method: DFT, the ωB97M-V functional and the def2-TZVPD basis

Structure (ORCA input):
```
! wB97M-V def2-TZVPD RIJCOSX def2/J DEFGRID3
* xyz 0 1
C 6.327 -3.043 1.691
C 5.735 -1.736 2.221
C 6.714 -0.575 2.032
C 4.449 -1.437 1.526
C 4.229 -1.229 0.138
C 2.888 -0.994 0.049
C 1.995 -0.709 -1.115
N 0.703 -0.231 -0.700
C -0.426 -0.930 -0.943
O -0.474 -1.946 -1.606
C -1.632 -0.310 -0.339
C -2.960 -0.800 -0.396
C -3.675 0.131 0.305
C -5.129 0.231 0.648
O -5.616 1.554 0.637
C -5.611 2.249 -0.527
C -6.051 3.579 -0.468
N -6.103 4.367 -1.516
C -5.724 3.907 -2.695
C -5.276 2.605 -2.859
Cl -4.787 2.029 -4.409
C -5.215 1.753 -1.765
O -2.842 1.090 0.739
N -1.591 0.814 0.337
O 2.349 -1.051 1.277
N 3.324 -1.324 2.178
H 7.241 -3.282 2.229
H 5.623 -3.861 1.824
H 6.562 -2.956 0.633
H 5.509 -1.847 3.285
H 7.637 -0.776 2.570
H 6.286 0.349 2.412
H 6.951 -0.441 0.979
H 4.944 -1.252 -0.657
H 1.816 -1.630 -1.685
H 2.484 0.018 -1.775
H 0.646 0.562 -0.079
H -3.296 -1.691 -0.881
H -5.704 -0.416 -0.027
H -5.287 -0.106 1.679
H -6.368 3.997 0.476
H -5.781 4.596 -3.525
H -4.865 0.742 -1.899
*
```

Orbital gap: 9.659 eV
Highest occupied orbital energy: -9.18 eV
SMILES: CC(C)c1cc(CNC(=O)c2cc(COc3cncc(Cl)c3)on2)on1
Calculated total energy: -1638.11121 Ha

These are the Mulliken partial charges, in e, on atoms 1 to 5: atom 1 (C): -1.41, atom 2 (C): 0.51, atom 3 (C): -1.40, atom 4 (C): 0.73, atom 5 (C): -0.29



The highest orbital gap belongs to which entry?
C17H17ClN4O4